1.
C5H11PSi2 as an isolated structure, computed with ωB97M-V with the def2-TZVPD basis set.

```
19
C5H11PSi2 | the Open Molecules 2025 dataset | ωB97M-V with the def2-TZVPD basis set
C 2.4708 0.6716 0.6244
C 1.6401 0.0542 1.5854
C 2.0889 0.7366 -0.7519
C 0.8516 0.3879 -1.2939
C 0.4644 -0.5358 1.3155
Si -2.5806 1.7182 -0.1096
Si -1.1451 -2.2390 -0.5589
P -0.3665 -0.1799 -0.1414
H 3.3513 0.9851 0.9842
H 2.0898 0.0450 2.6257
H 2.8634 1.1420 -1.4757
H 0.6546 0.3787 -2.4213
H -0.0604 -1.1673 2.0586
H -3.8283 1.2497 -0.7640
H -2.1615 2.7982 -0.9945
H -2.4594 1.5310 1.3496
H 0.0975 -2.9927 -0.3122
H -1.6638 -2.0949 -1.9908
H -2.3069 -2.4884 0.2708
```

Computed properties:
Relative energy (zero: lowest compared OMol25 entry of this formula, charge and spin): 22.48 kcal/mol
Charge: 0
HOMO energy (spin up / spin down): -6.18 / -6.18 eV

Atomic partial charges in e from the Mulliken method, atoms 1 to 6: -0.559, -0.228, -0.104, -0.503, -0.422, 0.351


2.
A 3-piece molecular cluster, C5H12 overall, computed with ωB97M-V with the def2-TZVPD basis set.

```
17
C5H12 | the Open Molecules 2025 dataset | ωB97M-V with the def2-TZVPD basis set
C -0.1489 1.6419 -1.8769
C -0.0224 0.9562 -0.3704
C 0.6561 -1.4282 1.0520
C 0.8265 -2.5798 2.0185
C -1.2973 1.5817 -0.8758
H -0.1669 0.7884 -2.5914
H 0.0483 2.7238 -2.1122
H 0.5407 1.6473 0.2787
H 0.4995 -1.6164 0.0051
H 1.5920 -0.9454 0.8408
H -0.0273 -0.6606 1.3929
H 1.4673 -2.2603 2.8531
H 1.3717 -3.4496 1.4940
H -0.1533 -2.9941 2.3748
H -1.7668 2.3948 -2.7163
H -1.5093 2.4586 -0.1884
H -1.9797 0.8824 -1.3155
```

Computed properties:
Relative energy (zero: lowest compared OMol25 entry of this formula, charge and spin): 210.43 kcal/mol
Charge: 0
HOMO energy: -7.95 eV

Atomic partial charges in e from the Mulliken method, atoms 1 to 6: -0.770, -0.565, -0.929, -0.906, -0.368, 0.264


3.
C5H12AsIrN9O7P2S as an isolated structure, computed with ωB97M-V with the def2-TZVPD basis set.

```
38
C5H12AsIrN9O7P2S | the Open Molecules 2025 dataset | ωB97M-V with the def2-TZVPD basis set
Ir 1.1014 0.4123 0.0317
O 3.1976 -1.9157 2.8724
P 3.0202 -0.3829 2.5069
O 4.0889 0.4459 3.0523
O 2.7144 -0.3107 0.9891
O 1.5709 -0.0047 3.1823
P 0.2538 -0.8420 2.8175
O -0.8343 -0.2894 3.8524
O 0.4722 -2.2960 2.9577
O -0.2501 -0.2775 1.4791
H 2.3434 -2.3900 2.8193
H -0.7824 -0.7805 4.6803
N 2.4850 0.0325 -3.0908
C 2.6748 1.2292 -2.4518
N 3.3296 2.2627 -2.9365
N 3.2794 3.1829 -1.9461
N 2.6355 2.7326 -0.9319
N 2.2205 1.4837 -1.2297
C 1.7938 -1.0048 -2.5375
N 1.5868 -2.1685 -3.1205
N 0.8629 -2.8767 -2.2269
N 0.6434 -2.1936 -1.1651
N 1.2157 -0.9832 -1.3353
H 2.8045 -0.0631 -4.0378
C -2.6131 -1.2660 -0.3397
As -2.5095 0.6451 -0.4823
C -2.9120 1.4389 1.2235
C -4.0126 1.1538 -1.5769
S -0.7108 1.3555 -1.3523
H -3.6390 -1.5548 -0.1102
H -1.9293 -1.5873 0.4429
H -2.2923 -1.6969 -1.2851
H -3.9630 1.2773 1.4653
H -2.7001 2.5040 1.1495
H -2.2749 0.9835 1.9688
H -4.9237 0.7972 -1.0991
H -3.9110 0.7094 -2.5650
H -4.0369 2.2376 -1.6703
```

Computed properties:
Relative energy (zero: lowest compared OMol25 entry of this formula, charge and spin): 13.49 kcal/mol
Charge: -1
HOMO energy: -5.58 eV

Atomic partial charges in e from the Mulliken method, atoms 1 to 6: 2.046, -0.514, 0.493, -0.690, -0.548, -0.353


4.
C5H12BBr4NaO3 as an isolated structure, computed with ωB97M-V with the def2-TZVPD basis set.

```
26
C5H12BBr4NaO3 | the Open Molecules 2025 dataset | ωB97M-V with the def2-TZVPD basis set
Na -9.1734 4.6413 4.8864
C -11.1024 6.6809 3.8719
O -10.4489 7.2007 4.8691
O -10.6452 5.5555 3.3770
O -12.1132 7.2692 3.3489
B -6.9512 5.4566 3.4970
H -5.8830 4.8775 3.3967
H -7.2120 5.7101 4.6257
H -6.8855 6.4529 2.8331
H -7.8611 4.8625 3.0211
Br -7.5706 3.6523 7.1430
C -5.9603 3.2822 6.0909
C -5.0551 4.4746 6.1132
Br -4.3340 4.7717 7.9223
H -6.3204 3.0891 5.0820
H -5.4768 2.3750 6.4414
H -5.5092 5.3949 5.7575
H -4.2052 4.2870 5.4571
Br -5.9520 0.0934 4.4385
C -7.2661 0.0036 3.0113
C -8.6714 0.1002 3.5172
Br -9.0733 1.7652 4.4477
H -7.1156 -0.9759 2.5596
H -7.0361 0.7619 2.2698
H -8.9598 -0.6944 4.1984
H -9.3623 0.0529 2.6758
```

Computed properties:
Relative energy (zero: lowest compared OMol25 entry of this formula, charge and spin): 0.00 kcal/mol
Charge: -2
HOMO energy: 1.39 eV

Atomic partial charges in e from the Mulliken method, atoms 1 to 6: 0.428, 0.716, -0.823, -0.830, -0.877, 0.226


5.
A 2-piece molecular cluster, C5H12BCl2N4O4S3 overall, computed with ωB97M-V with the def2-TZVPD basis set.

```
31
C5H12BCl2N4O4S3 | the Open Molecules 2025 dataset | ωB97M-V with the def2-TZVPD basis set
O -2.4462 1.7421 4.0183
S -2.5800 1.6220 2.6014
O -3.4003 0.6489 1.9498
C -0.8910 1.4134 1.9210
N -0.8438 0.4586 0.8584
C -0.5175 -0.8551 0.8353
N -0.1588 -1.5808 1.8813
B -0.1029 -1.2241 3.3328
O 1.1322 -1.0464 3.8576
O -1.2988 -1.1313 3.9526
N -0.6331 -1.3493 -0.4111
C -1.0524 -0.3559 -1.1624
S -1.3148 -0.5021 -2.8764
N -1.2040 0.7876 -0.4480
S -1.7635 2.2975 -0.9610
H -2.8988 2.8436 2.1105
H -0.5644 2.3896 1.5634
H -0.2317 1.1388 2.7399
H 0.0777 -2.5311 1.6232
H 1.1761 -0.6640 4.7380
H -1.2771 -0.9745 4.9002
H -2.4706 0.1796 -2.8649
H -0.5939 2.9478 -0.8194
Cl 1.8807 -1.4507 -2.5058
C 2.2500 -0.9938 -4.1970
C 3.7098 -0.6705 -4.3838
Cl 4.1654 0.8254 -3.5285
H 1.6245 -0.1404 -4.4478
H 1.9698 -1.8403 -4.8208
H 3.9121 -0.5134 -5.4416
H 4.3452 -1.4713 -4.0153
```

Computed properties:
Charge: +1
HOMO energy: -13.03 eV

Atomic partial charges in e from the Mulliken method, atoms 1 to 6: -0.591, 1.046, -0.533, -0.881, 0.473, 0.529


6.
A 2-piece molecular cluster, C5H12BNO3 overall, computed with ωB97M-V with the def2-TZVPD basis set.

```
22
C5H12BNO3 | the Open Molecules 2025 dataset | ωB97M-V with the def2-TZVPD basis set
C -0.7086 -2.2450 0.0110
C -1.3972 -1.1549 0.6901
N -2.3112 -0.5793 0.0819
O -3.0513 0.3570 0.4364
H 0.3139 -1.9673 -0.0571
H -1.1589 -2.6261 -0.8936
H -0.7454 -3.0514 0.8342
H -1.0369 -1.0569 1.7241
H -2.5164 -0.9975 -0.9487
C -0.7283 2.4797 -0.5004
C 0.3383 1.6911 0.1044
C 0.7618 0.5149 -0.4194
B 2.1214 -0.1085 -0.0421
O 2.7133 0.3953 1.1209
O 2.6522 -1.0908 -0.8142
H -0.4220 3.5856 -0.6183
H -1.6027 2.5687 0.2138
H -1.2082 2.0919 -1.3810
H 0.7389 2.2525 0.9361
H 0.1825 0.2480 -1.2026
H 3.5201 -0.1057 1.3465
H 3.5446 -1.2013 -0.6221
```

Computed properties:
SMILES: C/C=[NH+]/[O-].C/C=C/B(O)O
Relative energy (zero: lowest compared OMol25 entry of this formula, charge and spin): 69.83 kcal/mol
Charge: 0
HOMO energy: -8.23 eV

Atomic partial charges in e from the Mulliken method, atoms 1 to 6: -0.956, -0.069, 0.303, -0.674, 0.151, 0.363


7.
C5H12BO8V as an isolated structure, computed with ωB97M-V with the def2-TZVPD basis set.

```
27
C5H12BO8V | the Open Molecules 2025 dataset | ωB97M-V with the def2-TZVPD basis set
O -0.4616 1.0942 -1.1961
V 0.8662 0.8774 -1.9920
C 1.2103 -1.3158 -3.7882
O 0.1260 -0.8129 -3.4164
O 1.4663 -2.5679 -3.5634
O 2.1626 -0.5579 -3.3457
C 2.3053 -0.1958 0.1038
O 3.4839 -0.7052 -0.0840
O 2.2103 1.0502 -0.2175
O 1.3877 -0.8042 -0.5557
B 0.8045 2.7955 -3.2625
H 1.0373 3.7927 -3.7747
H -0.0903 2.3793 -3.8400
H 1.6670 2.1272 -3.4807
H 0.6242 2.9069 -2.1733
C -1.0484 0.1333 2.0507
C -1.3554 -0.6919 3.3135
C -2.6052 -1.6001 3.0800
O -0.2519 -1.4890 3.6698
H -1.1224 -0.4991 1.1623
H -0.0520 0.5678 1.9904
H -1.8409 0.8635 1.8740
H -1.4656 0.0301 4.1354
H -2.5169 -1.8316 2.0153
H -3.5715 -1.1154 3.2180
H -2.5130 -2.5864 3.5382
H -0.4566 -1.8448 4.5386
```

Computed properties:
Relative energy (zero: lowest compared OMol25 entry of this formula, charge and spin): 41.18 kcal/mol
Charge: -3
2S+1: 2
HOMO energy (spin up / spin down): 3.47 / 3.44 eV

Atomic partial charges in e from the Mulliken method, atoms 1 to 6: -0.616, 0.853, 0.855, -0.749, -0.804, -0.725


8.
C5H12BrN2 as an isolated structure, computed with ωB97M-V with the def2-TZVPD basis set.

```
20
C5H12BrN2 | the Open Molecules 2025 dataset | ωB97M-V with the def2-TZVPD basis set
C -0.3089 -0.9932 0.2867
C -1.1290 -2.2391 0.4158
C -2.4516 0.2635 -0.1546
C -0.3787 1.3044 -0.1137
C 4.8681 -0.1187 0.1418
N -0.9998 0.0717 -0.0876
N 0.9568 -1.0517 0.3787
Br 3.1450 -0.0001 -0.3124
H -2.1420 -2.1357 0.8117
H -0.6175 -2.8334 1.1838
H -1.2320 -2.8058 -0.5537
H -2.8522 0.5785 0.8683
H -2.6983 1.0034 -0.9405
H -2.9066 -0.6729 -0.5841
H -0.4389 1.6971 -1.1220
H -0.9929 1.9299 0.4796
H 0.6360 1.1386 0.1138
H 5.3148 0.4029 1.0164
H 5.4595 -0.9141 -0.3799
H 1.3870 -1.9133 0.5680
```

Computed properties:
Relative energy (zero: lowest compared OMol25 entry of this formula, charge and spin): 105.59 kcal/mol
Charge: +1
HOMO energy (spin up / spin down): -12.43 / -12.43 eV

Atomic partial charges in e from the Mulliken method, atoms 1 to 6: 0.962, -1.416, -1.102, -1.004, -0.268, 0.035


9.
A 2-piece molecular cluster, C5H12Cl4N2P overall, computed with ωB97M-V with the def2-TZVPD basis set.

```
24
C5H12Cl4N2P | the Open Molecules 2025 dataset | ωB97M-V with the def2-TZVPD basis set
N 2.4386 0.4125 0.5895
P 1.1305 1.0617 1.2099
C -0.1961 1.3914 -0.0974
C -0.8622 0.0385 -0.5709
C -1.8954 -0.4794 0.5070
C -2.2074 0.8785 1.2365
N -1.3678 1.9982 0.6877
H 2.6075 -0.5042 0.9835
H 0.5340 0.2003 2.1653
H 1.5169 2.2747 1.8537
H 0.1370 1.9516 -0.9754
H -1.5503 0.4252 -1.3498
H -0.2102 -0.7033 -1.0655
H -1.5355 -1.2311 1.2103
H -2.7192 -0.8354 -0.1177
H -1.7345 0.7123 2.2200
H -3.2405 1.1127 1.5041
H -1.9249 2.4713 -0.0251
H -1.0067 2.6168 1.4096
C 2.4201 -2.7597 -2.2788
Cl 2.9101 -1.1597 -2.8559
Cl 3.8387 -3.8056 -2.1489
Cl 1.6597 -2.5980 -0.6819
Cl 1.2575 -3.4694 -3.4100
```

Computed properties:
Charge: +1
HOMO energy: -12.30 eV

Atomic partial charges in e from the Mulliken method, atoms 1 to 6: -0.626, 0.199, -0.105, -0.585, -0.383, -0.748


10.
A 4-piece molecular cluster, C5H12Cl6O overall, computed with ωB97M-V with the def2-TZVPD basis set.

```
24
C5H12Cl6O | the Open Molecules 2025 dataset | ωB97M-V with the def2-TZVPD basis set
Cl 3.4272 3.0759 -0.0279
C 3.9831 1.3644 -0.2204
Cl 5.4612 0.9763 0.5444
H 3.2062 0.7843 0.2421
H 3.9883 1.1352 -1.3264
Cl -5.2386 -0.6670 0.8202
C -5.5968 1.0684 0.8401
Cl -7.3600 1.3048 0.6214
H -5.3465 1.4072 1.7902
H -5.0620 1.6836 0.0826
Cl -2.7169 2.3309 -1.2366
C -1.5817 1.0908 -0.6066
Cl -0.2611 1.7994 0.3598
H -2.1592 0.4359 0.0069
H -1.1165 0.5772 -1.4822
C 0.9066 -1.6723 -0.2697
C 2.2571 -2.3064 -0.2405
O 2.7791 -2.1789 1.0851
H 0.9917 -0.6069 -0.0834
H 0.1917 -2.0878 0.5321
H 0.3556 -1.7454 -1.1977
H 2.9647 -1.7962 -0.9342
H 2.2545 -3.4217 -0.4345
H 3.6724 -2.5517 1.1352
```

Computed properties:
SMILES: ClCCl.ClCCl.ClCCl.CCO
Charge: 0
HOMO energy: -10.52 eV

Atomic partial charges in e from the Mulliken method, atoms 1 to 6: -0.178, 0.042, -0.141, -0.028, 0.269, -0.159


11.
C5H12ClNS2 as an isolated structure, computed with ωB97M-V with the def2-TZVPD basis set.

```
21
C5H12ClNS2 | the Open Molecules 2025 dataset | ωB97M-V with the def2-TZVPD basis set
C -0.0352 2.6342 -0.9706
C -1.7311 1.1374 0.2385
C 0.7461 -2.4805 -0.3490
C 0.1506 -2.2911 1.0653
C -0.3140 1.4604 -0.1432
N 1.1696 -1.2257 -0.9824
S 0.8542 1.1715 1.1489
S 0.0697 -0.2738 -1.6396
Cl 0.1384 -3.7581 2.1630
H 0.9809 2.6528 -1.4511
H -0.6749 2.7233 -1.8405
H -0.2178 3.5242 -0.3748
H -2.2284 1.0165 -0.7577
H -1.6306 0.0440 0.7304
H -2.1009 1.7618 1.0657
H -0.2192 -2.6604 -0.9851
H 1.4120 -3.4014 -0.4175
H -0.8157 -1.7765 0.9751
H 0.8681 -1.6584 1.5672
H 1.9936 -0.8597 -0.3739
H 1.5848 2.2594 1.3312
```

Computed properties:
Relative energy (zero: lowest compared OMol25 entry of this formula, charge and spin): 46.01 kcal/mol
Charge: 0
HOMO energy: -7.90 eV

Atomic partial charges in e from the Mulliken method, atoms 1 to 6: -1.474, -0.799, -0.630, 0.174, 0.385, -0.288


12.
A 2-piece molecular cluster, C5H12FIN overall, computed with ωB97M-V with the def2-TZVPD basis set.

```
20
C5H12FIN | the Open Molecules 2025 dataset | ωB97M-V with the def2-TZVPD basis set
C -0.2095 0.5632 2.1925
C 1.4918 -1.7340 1.2338
C -0.2837 0.4851 -2.9037
C 0.0001 0.3117 0.7716
C 0.6017 -1.0384 0.3082
N -0.3228 1.1784 -0.0967
F 1.1819 -0.9453 -0.9245
I -1.4218 -2.1544 0.0467
H 0.7386 0.6507 2.6317
H -0.7699 1.4967 2.4610
H -0.7179 -0.1481 2.6800
H 2.2502 -1.0466 1.6079
H 1.9545 -2.5093 0.6529
H 1.0500 -2.0051 2.1452
H -1.1061 0.2317 -2.2023
H -0.1163 1.5951 -2.8508
H -0.7810 0.3019 -3.8803
H 0.0075 0.9543 -1.1350
H -0.8938 1.9459 0.1865
H 0.4359 -0.2444 -2.8745
```

Computed properties:
Relative energy (zero: lowest compared OMol25 entry of this formula, charge and spin): 11.77 kcal/mol
Charge: +1
HOMO energy: -13.80 eV

Atomic partial charges in e from the Mulliken method, atoms 1 to 6: -1.391, -1.387, -1.257, 0.659, 0.507, -0.204


| no. | electronic energy (eV) |
| --- | --- |
| 1 | -30402.5791 |
| 2 | -5370.8146 |
| 3 | -126222.9790 |
| 4 | -296784.2151 |
| 5 | -77752.5001 |
| 6 | -13687.4138 |
| 7 | -48115.2068 |
| 8 | -78391.8057 |
| 9 | -67729.0836 |
| 10 | -82560.9717 |
| 11 | -41060.0468 |
| 12 | -17679.9043 |